Version one
The following is a quantum chemistry calculation of C3H8S in the gas phase, from the OMol25 dataset.

```
12
Properties=species:S:1:pos:R:3:nbo_charge:R:1
C -0.8943 -1.0504 0.0685 -0.661
C 0.4626 -0.0367 -0.4216 -0.415
C 0.0376 1.4912 0.1222 -0.653
S 2.1456 -0.3436 -0.0550 0.022
H -0.7843 -1.9904 -0.6926 0.223
H -1.0204 -1.2350 1.1953 0.216
H -1.9278 -0.8597 -0.3657 0.231
H 0.2371 -0.1591 -1.6236 0.217
H 1.2169 2.1194 0.1666 0.213
H -0.7014 2.0526 -0.7854 0.239
H -0.2525 1.1125 1.1327 0.219
H 1.4807 -1.1008 1.2584 0.148
```

Output
lowest unoccupied orbital energy = 0.34 eV
highest occupied orbital energy = -8.93 eV
HOMO-LUMO gap = 9.27 eV


Version two
The following is a quantum chemistry calculation of C3H8S in the gas phase, from the OMol25 dataset.

```
12
Properties=species:S:1:pos:R:3:nbo_charge:R:1
C -1.1298 -0.4967 1.0432 -0.618
C -0.3400 -0.2491 -0.2576 -0.402
C 0.7975 0.7625 -0.0809 -0.501
S 1.6492 0.9929 -1.6855 -0.079
H -1.7683 -1.3322 0.7866 0.213
H -1.7878 0.2923 1.4071 0.211
H -0.4207 -0.8654 1.7925 0.208
H 0.2705 -1.1309 -0.4972 0.192
H -0.9189 -0.0549 -1.1471 0.216
H 1.5439 0.6045 0.6960 0.216
H 0.2728 1.6996 0.1836 0.219
H 1.8317 -0.2225 -2.2406 0.125
```

Output
lowest unoccupied orbital energy = 1.04 eV
highest occupied orbital energy = -8.99 eV
HOMO-LUMO gap = 10.03 eV


Best to worst by energy: version two, version one.


Version one
The following is a quantum chemistry calculation of a gas-phase ion, C5H7N2O (charge +1), from the OMol25 dataset.

```
15
Properties=species:S:1:pos:R:3:nbo_charge:R:1
C -2.9487 -0.1213 -0.0868 -0.263
O -1.5395 -0.4069 -0.1525 -0.384
C -0.6708 0.4840 0.0032 0.431
C 0.7666 0.2013 -0.0105 -0.066
C 1.8617 1.0762 0.0043 0.082
N 3.0322 0.4021 -0.0619 -0.415
C 2.7320 -0.8617 -0.1125 0.286
N 1.3222 -1.0087 -0.1245 -0.518
H -3.1996 0.3847 -0.9642 0.217
H -3.2115 0.5991 0.8565 0.217
H -3.5195 -1.0135 0.0412 0.240
H -0.7803 1.5877 0.2626 0.230
H 1.9538 2.1551 0.2841 0.252
H 3.4488 -1.6881 -0.1895 0.248
H 0.7524 -1.7900 0.2505 0.442
```

Output
charge = +1
lowest unoccupied orbital energy = -5.81 eV
highest occupied orbital energy = -14.19 eV
HOMO-LUMO gap = 8.38 eV


Version two
The following is a quantum chemistry calculation of a gas-phase ion, C5H7N2O (charge +1), from the OMol25 dataset.

```
15
Properties=species:S:1:pos:R:3:nbo_charge:R:1
N 1.7121 0.6324 -1.5551 -0.610
C 0.6137 0.9273 -1.1462 0.457
C -0.6560 1.2434 -1.0747 -0.532
C -1.5640 1.1280 0.0118 -0.173
C -1.3422 0.4157 1.1569 0.008
O -0.2600 -0.3274 1.4269 -0.379
C 0.0979 -1.2375 0.6237 0.589
N 1.2371 -1.9794 0.8154 -0.700
H 2.6981 1.0494 -1.3845 0.447
H -1.1453 1.3555 -2.0234 0.287
H -2.4030 1.8457 -0.0313 0.263
H -2.1318 0.5831 1.9068 0.241
H -0.4271 -1.3910 -0.2852 0.225
H 1.5629 -2.5543 0.0938 0.432
H 2.0075 -1.6909 1.4651 0.446
```

Output
charge = +1
lowest unoccupied orbital energy = -4.76 eV
highest occupied orbital energy = -12.33 eV
HOMO-LUMO gap = 7.57 eV


Best to worst by energy: version one, version two.


Version one
The following is a quantum chemistry calculation of 3 unconnected molecules or ions with the total composition H3PS2, from the OMol25 dataset.

```
6
Properties=species:S:1:pos:R:3:nbo_charge:R:1
P -3.8529 -1.1144 -0.0994 0.180
S -1.3419 1.2247 -0.1872 -0.287
S -3.1981 0.7433 0.2413 0.100
H -2.8557 -1.8425 -0.9451 -0.012
H 1.0899 1.0206 -0.1942 -0.005
H 0.8468 0.3783 0.3680 0.024
```

Output
lowest unoccupied orbital energy (spin up / spin down) = -1.98 / -1.79 eV
highest occupied orbital energy (spin up / spin down) = -8.76 / -8.98 eV
HOMO-LUMO gap (spin up / spin down) = 6.78 / 7.19 eV


Version two
The following is a quantum chemistry calculation of 2 unconnected molecules or ions with the total composition H3PS2, from the OMol25 dataset.

```
6
Properties=species:S:1:pos:R:3:nbo_charge:R:1
P -1.8163 -0.1310 0.5785 0.188
S 0.6936 1.9753 0.2931 -0.236
S -1.2231 1.8214 0.3770 0.078
H -0.5407 -0.5938 0.0524 -0.029
H 1.5787 -1.7017 -0.9511 0.012
H 1.3079 -1.3702 -0.3498 -0.013
```

Output
lowest unoccupied orbital energy (spin up / spin down) = -1.93 / -1.75 eV
highest occupied orbital energy (spin up / spin down) = -8.85 / -9.02 eV
HOMO-LUMO gap (spin up / spin down) = 6.92 / 7.27 eV


Best to worst by energy: version two, version one.


Version one
The following is a quantum chemistry calculation of 4 unconnected molecules or ions with the total composition C3H15NO3S, from the OMol25 dataset.

```
23
Properties=species:S:1:pos:R:3:nbo_charge:R:1
C -0.7378 1.0952 2.1045 -0.476
N 0.0827 2.2602 1.6062 -0.637
C 0.1423 2.2910 0.1046 -0.243
C 0.9424 1.0350 -0.3117 -0.538
S 2.2977 1.6167 -1.4596 -0.060
H -0.2651 0.2186 1.7189 0.206
H -1.8079 1.1941 1.9417 0.190
H -0.3009 0.7384 3.0352 0.226
H -0.3436 3.1148 1.9362 0.356
H -0.9191 2.3401 -0.2039 0.164
H 0.5148 3.2572 -0.2508 0.213
H 1.4634 0.8754 0.6560 0.239
H 0.2710 0.3227 -0.7770 0.237
H 1.7122 1.1126 -2.5424 0.120
O 1.3573 -2.1696 -0.5427 -1.002
H 1.9393 -1.7559 0.0929 0.498
H 1.5592 -3.0051 -0.9644 0.507
O -0.4436 -3.1099 -2.5998 -0.936
H -0.5084 -2.4473 -1.8950 0.468
H -0.3906 -2.5263 -3.3672 0.467
O -2.3722 -2.4555 0.7576 -0.931
H -2.5434 -1.4999 0.8391 0.465
H -1.6498 -2.5025 0.1216 0.467
```

Output
lowest unoccupied orbital energy = 0.28 eV
highest occupied orbital energy = -9.04 eV
HOMO-LUMO gap = 9.32 eV


Version two
The following is a quantum chemistry calculation of 4 unconnected molecules or ions with the total composition C3H15NO3S, from the OMol25 dataset.

```
23
Properties=species:S:1:pos:R:3:nbo_charge:R:1
C -2.1315 0.4295 -0.8408 -0.420
N -1.6195 -0.0551 0.4882 -0.648
C -0.8750 1.0173 1.1503 -0.244
C 0.3325 0.3719 1.8624 -0.524
S 1.8153 1.3877 2.0533 -0.049
H -1.2022 0.5210 -1.4083 0.206
H -2.6776 1.3641 -0.7544 0.181
H -2.7538 -0.3325 -1.3072 0.202
H -2.4488 -0.2788 1.0327 0.359
H -0.5062 1.7449 0.4236 0.201
H -1.4778 1.6174 1.8418 0.194
H 0.1063 -0.0832 2.8323 0.214
H 0.5578 -0.5339 1.3019 0.195
H 2.6564 0.3544 2.3193 0.138
O 2.0604 -1.3063 -1.8548 -0.939
H 1.6457 -1.8048 -2.5696 0.479
H 1.2918 -0.9439 -1.3917 0.471
O 1.6982 1.5339 -2.1067 -0.978
H 1.9928 0.6406 -2.3012 0.490
H 1.8121 1.7381 -1.1571 0.475
O 0.0133 -2.8291 -0.0659 -0.934
H 0.5045 -2.2613 0.5288 0.455
H -0.7947 -2.2919 -0.0768 0.477
```

Output
lowest unoccupied orbital energy = 0.54 eV
highest occupied orbital energy = -9.39 eV
HOMO-LUMO gap = 9.94 eV


Best to worst by energy: version two, version one.


Version one
The following is a quantum chemistry calculation of C2H2N4O2 in the gas phase, from the OMol25 dataset.

```
10
Properties=species:S:1:pos:R:3:nbo_charge:R:1
H -1.0012 -2.1139 1.6126 0.356
N -1.0223 -1.8707 0.6144 -0.498
C -0.2991 -0.8415 0.4131 0.216
N 0.2569 -0.1316 1.4715 -0.253
N 0.4904 1.0871 1.3524 0.053
N 0.3249 1.7538 0.2174 -0.142
O 0.4101 0.9781 -0.9904 -0.364
C -0.0375 -0.3009 -0.9868 0.709
O -0.1908 -0.9114 -1.9994 -0.481
H 0.9174 2.5639 0.1580 0.403
```

Output
lowest unoccupied orbital energy = -0.79 eV
highest occupied orbital energy = -10.35 eV
HOMO-LUMO gap = 9.56 eV


Version two
The following is a quantum chemistry calculation of 2 unconnected molecules or ions with the total composition C2H2N4O2, from the OMol25 dataset.

```
10
Properties=species:S:1:pos:R:3:nbo_charge:R:1
C 0.0462 0.4286 -0.1362 0.253
C 0.1563 -1.0886 -0.1161 0.536
H 2.1183 0.3074 0.2691 0.478
H 1.4104 1.9955 0.6334 0.312
N 1.2920 0.8468 -0.4480 -0.710
N -1.0822 1.2235 -0.0487 -0.131
N -2.1375 -0.9362 -0.0111 0.234
N -1.0511 -1.7221 -0.3641 -0.292
O -2.1911 0.3467 0.0395 -0.099
O 1.4389 -1.4017 0.1822 -0.582
```

Output
lowest unoccupied orbital energy = -1.72 eV
highest occupied orbital energy = -10.55 eV
HOMO-LUMO gap = 8.84 eV


Version three
The following is a quantum chemistry calculation of C2H2N4O2 in the gas phase, from the OMol25 dataset.

```
10
Properties=species:S:1:pos:R:3:nbo_charge:R:1
H -0.8778 2.4938 -0.2883 0.404
N -1.3513 1.5424 -0.1705 -0.682
C -0.6797 0.4932 -0.2358 0.630
N -1.0495 -0.9071 -0.0503 -0.447
N -0.1051 -1.6448 0.7959 0.067
N 1.2836 -1.1979 1.1019 -0.166
C 1.4912 -0.3177 -0.1013 0.770
O 2.5481 -0.3882 -0.7140 -0.507
O 0.6838 0.7475 -0.5757 -0.480
H -1.9432 -0.8211 0.2381 0.411
```

Output
lowest unoccupied orbital energy = -2.08 eV
highest occupied orbital energy = -10.91 eV
HOMO-LUMO gap = 8.83 eV


Version four
The following is a quantum chemistry calculation of a molecular structure, C2H2N4O2, from the OMol25 dataset.

```
10
Properties=species:S:1:pos:R:3:nbo_charge:R:1
C 1.0117 -0.3854 0.2303 0.633
C -1.0960 0.2538 -0.0871 0.695
H 1.8141 0.3255 -1.1925 0.486
H -1.4931 0.4925 -1.8527 0.507
N 0.9896 -0.5592 1.4705 -0.268
N -0.2669 -0.4357 1.9767 0.082
N -1.2846 0.0440 1.2384 -0.312
N 0.1441 0.0536 -0.5291 -0.603
O 2.2504 -0.4104 -0.2658 -0.611
O -2.0693 0.6213 -0.9887 -0.609
```

Output
lowest unoccupied orbital energy = -0.91 eV
highest occupied orbital energy = -10.57 eV
HOMO-LUMO gap = 9.66 eV


Best to worst by energy: version one, version four, version three, version two.